No. 1
C3H3BrO in the gas phase in a non-equilibrium geometry, computed with ωB97M-V with the def2-TZVPD basis set.

Geometry (Å):
1 Br 4.0676 -0.2351 -0.0279
2 O 2.1783 1.8886 0.0519
3 C 2.1170 0.7199 0.1301
4 C 1.0040 -0.1818 0.2482
5 C -0.1714 0.2672 -0.1932
6 H 1.1476 -1.1606 0.6760
7 H -0.2530 1.2458 -0.6422
8 H -1.0703 -0.3220 -0.1412

Results
Net charge = 0
E_tot = -2765.19333 Eh
ΔE to the lowest compared entry with this formula, charge and spin = 2.51 kcal per mole
Multiplicity = 3

---

No. 2
A molecular structure, C14H14IN4S2SeSiZr in a non-equilibrium geometry, computed with ωB97M-V with the def2-TZVPD basis set.

Geometry (Å):
1 I -4.7433 0.8977 4.0258
2 Zr 0.1320 0.0444 0.1289
3 Se 2.4532 0.3524 0.7317
4 S -0.6855 1.3043 -1.7535
5 S -0.3752 -2.0561 -0.9340
6 Si 4.9507 0.7234 1.0718
7 N 0.6064 -3.6969 -6.7134
8 N -0.6470 0.5089 3.1760
9 N 0.2633 0.2804 -7.6734
10 N -1.1049 0.3564 1.9135
11 C -0.1688 -1.3672 -2.5665
12 C 5.1461 -0.4713 2.4563
13 C -1.6492 0.6950 4.0348
14 C -2.4440 0.4540 1.9951
15 C 4.8725 2.5109 1.4903
16 C -0.1652 0.3824 -4.2303
17 C 5.5774 0.2422 -0.5834
18 C 0.0727 -0.5432 -5.2293
19 C 0.0729 -2.2948 -3.5798
20 C 0.1919 -1.9007 -4.8996
21 C -2.8311 0.6666 3.3108
22 C 0.1821 -0.0994 -6.5930
23 C -0.2916 -0.0083 -2.8973
24 C 0.4242 -2.8908 -5.9166
25 H -1.4858 0.8344 5.0910
26 H 4.2300 2.6776 2.3546
27 H 0.1531 -3.3432 -3.3276
28 H 5.8687 2.8966 1.7282
29 H 5.1677 0.8879 -1.3600
30 H 4.8881 -1.4792 2.1309
31 H 4.4793 3.0868 0.6526
32 H 6.1781 -0.4854 2.8193
33 H 5.3137 -0.7897 -0.8151
34 H 0.3443 0.4837 3.3634
35 H -3.0667 0.3681 1.1182
36 H 6.6682 0.3273 -0.6145
37 H -0.2712 1.4276 -4.4866
38 H 4.4979 -0.2018 3.2900

Results
Net charge = +1
E_tot = -4592.83127 Eh
ΔE to the lowest compared entry with this formula, charge and spin = 6.33 kcal per mole

---

No. 3
A molecular structure, C16H38O15S3V in a non-equilibrium geometry, computed with ωB97M-V with the def2-TZVPD basis set.

Geometry (Å):
1 V -0.6502 0.6668 1.4318
2 S 1.6384 -2.4021 1.5894
3 S -1.3106 -1.7631 -3.3655
4 S 2.4440 1.4772 -0.4272
5 O -1.1612 -0.6666 -2.4511
6 O 1.0587 -3.9232 1.9823
7 O 1.3487 1.3195 2.5121
8 O -0.1589 0.3997 3.6243
9 O 2.6875 2.7793 0.0892
10 O 0.0735 2.5501 3.7506
11 O 2.3305 1.6373 -2.0984
12 O 1.3251 0.6585 -0.0313
13 O -2.5944 -2.2435 -3.8578
14 O 0.4554 -1.5920 1.5714
15 O 2.5032 -2.4964 0.4513
16 O -2.6665 1.2416 2.2921
17 O -1.4006 -0.0305 0.2574
18 O -0.4255 2.8075 0.6286
19 O -0.4377 -3.0984 -2.9919
20 C 0.8522 -4.3191 -1.4864
21 C 2.5724 -2.0203 3.1198
22 C -0.8005 -5.0537 2.8598
23 C 4.0082 0.5209 -0.3806
24 C -0.4866 4.8918 -0.5522
25 C 0.3036 -4.0670 3.2028
26 C -1.0846 3.5366 -0.3744
27 C 0.6670 1.4074 3.6039
28 C 2.5349 3.9748 -2.7809
29 C -1.1658 2.7481 -1.6678
30 C -4.5222 0.0266 1.1555
31 C -3.9979 1.2722 1.9038
32 C 0.7452 -2.9368 -2.1572
33 C 3.1590 2.5614 -2.7958
34 C -0.3168 -1.3783 -4.8273
35 C -4.8609 1.5761 3.1441
36 H 1.0284 -4.4630 3.9171
37 H -0.9624 -0.6952 -5.3807
38 H 4.1835 -0.0082 0.5525
39 H -0.1512 -3.1885 3.6628
40 H 3.0402 -1.1050 2.7400
41 H 0.4778 -2.2012 -1.3968
42 H -0.8474 5.4083 -1.4474
43 H 1.6102 3.9493 -3.3469
44 H -4.7698 0.7531 3.8529
45 H 4.9001 1.1062 -0.6031
46 H -0.0726 -2.3126 -5.3189
47 H -4.2246 -0.1765 0.1259
48 H 3.3440 4.6388 -3.1106
49 H 1.6593 -2.5850 -2.6371
50 H 2.4835 4.3859 -1.7733
51 H 0.5898 4.7483 -0.4265
52 H -1.9508 3.2425 -2.2607
53 H -0.2859 2.7313 -2.3246
54 H -0.7313 5.5980 0.2477
55 H -4.7679 2.5543 3.6119
56 H -0.0950 -4.4751 -0.9741
57 H -4.0873 2.0716 1.1506
58 H -2.1681 3.5705 -0.1688
59 H 3.3240 -2.7968 3.2342
60 H -5.8741 1.5963 2.7152
61 H -1.5041 -4.6709 2.1198
62 H 1.9970 -1.6464 3.9636
63 H -1.4647 1.7019 -1.6040
64 H -1.4847 -5.2931 3.6806
65 H 3.1954 2.2084 -3.8274
66 H 4.1953 2.6330 -2.4547
67 H 0.5184 -0.7680 -4.4871
68 H -4.2960 -0.9108 1.6777
69 H -0.4660 -6.0450 2.5496
70 H 0.9182 -5.1547 -2.1871
71 H 1.7706 -4.3157 -0.9019
72 H 3.9226 -0.1731 -1.2171
73 H -5.6207 0.0246 1.1218

Results
Net charge = -2
E_tot = -3899.40365 Eh
ΔE to the lowest compared entry with this formula, charge and spin = 0.00 kcal per mole
Multiplicity = 2

---

No. 4
A molecular structure, C49H48BrNO2PTi in a non-equilibrium geometry, computed with ωB97M-V with the def2-TZVPD basis set.

Geometry (Å):
1 Br -1.3277 1.1799 -2.1011
2 Ti 0.0893 0.0160 0.1275
3 P 2.0028 1.3643 -1.3518
4 O 1.1374 0.6207 1.4359
5 O -1.5696 0.2276 0.7376
6 N 0.0713 -1.7934 1.2462
7 C 1.9802 0.1286 2.4786
8 C -1.1165 -3.7461 1.8902
9 C -1.7527 -0.3758 -4.3737
10 C -3.7347 -1.6741 2.9484
11 C -2.2231 -2.0304 0.4273
12 C -1.5272 -1.4386 -5.2725
13 C 4.4973 0.6112 2.5816
14 C 5.2915 2.8726 2.7855
15 C 1.1215 -2.1840 1.9958
16 C -1.0664 -0.3482 -3.1974
17 C -0.1381 -1.3385 -2.7794
18 C 2.2610 1.4073 -3.1733
19 C -3.8167 -0.1293 -0.0790
20 C 5.5489 1.5169 2.6813
21 C -4.0790 0.8288 4.0758
22 C 2.1489 3.1070 -0.8091
23 C 1.3624 2.2427 -4.0787
24 C -4.3791 -1.5450 4.1748
25 C -4.5646 -0.2945 4.7358
26 C -0.7194 0.1627 5.1810
27 C -0.1027 0.3073 3.9421
28 C 0.0162 -0.2035 6.2947
29 C 3.9763 3.3237 2.8008
30 C 4.8790 1.3264 -1.2524
31 C 1.0805 -3.3517 -3.4670
32 C -5.0021 1.7139 -1.0893
33 C 1.4408 -2.3656 -1.3110
34 C 1.7532 -3.3385 -2.2866
35 C -0.6047 -2.3911 -4.9655
36 C 1.9987 -0.2741 4.9443
37 C 2.3391 -1.3038 2.0650
38 C -3.2586 -0.5578 2.2766
39 C -1.0505 -2.5366 1.2190
40 C 2.9313 2.4220 2.7045
41 C -4.7288 -1.0038 -0.6580
42 C -3.4269 0.6953 2.8640
43 C 0.5165 -1.3616 -1.4931
44 C 0.8070 3.8036 -0.6073
45 C 1.3833 -0.4178 6.1746
46 C 1.0884 -3.3734 2.7021
47 C -2.7099 -0.6305 0.8530
48 C -3.9708 1.2358 -0.3004
49 C 1.2576 0.0819 3.8181
50 C -5.7648 -0.5261 -1.4510
51 C 3.5923 0.6108 -0.8411
52 C -0.0356 -4.1745 2.6341
53 C 0.1067 -2.3599 -3.7398
54 C 3.1829 1.0575 2.5822
55 C -5.9043 0.8334 -1.6708
56 H -1.9458 -1.9683 -0.6324
57 H 2.2867 0.3635 -3.5026
58 H 3.2815 1.7864 -3.2726
59 H 6.5684 1.1562 2.6778
60 H -6.4650 -1.2231 -1.8902
61 H -0.6876 0.5916 3.0777
62 H 4.8629 2.3797 -0.9727
63 H 2.6952 3.0793 0.1377
64 H 1.2431 3.2612 -3.7069
65 H -6.7108 1.2057 -2.2867
66 H 3.0236 -1.7444 2.7891
67 H 3.5804 -0.4165 -1.2189
68 H 5.0681 1.2604 -2.3221
69 H -2.0736 -1.4748 -6.2041
70 H 1.9709 -0.6900 7.0409
71 H 2.8517 -1.2761 1.0999
72 H -0.0742 -5.1140 3.1676
73 H 0.9526 4.8198 -0.2415
74 H -5.0815 -0.1916 5.6802
75 H -2.0200 -4.3357 1.8308
76 H 3.0694 -0.4231 4.8656
77 H 3.7674 4.3810 2.8973
78 H 0.1989 3.2765 0.1347
79 H -0.4694 -0.3147 7.2546
80 H -3.6402 -2.6629 2.5232
81 H -4.7492 -2.4278 4.6781
82 H 3.5562 0.5488 0.2456
83 H 6.1086 3.5765 2.8636
84 H 0.2299 3.8637 -1.5311
85 H -0.3966 -3.1967 -5.6573
86 H 4.7267 -0.4415 2.4910
87 H 2.7734 3.6512 -1.5239
88 H -4.6591 -2.0697 -0.4964
89 H 1.2739 -4.1119 -4.2127
90 H -3.2658 1.9306 0.1351
91 H 0.3767 1.8094 -4.2082
92 H -1.7820 0.3326 5.2653
93 H -3.0539 1.5770 2.3618
94 H 2.5051 -4.0875 -2.0740
95 H -5.0992 2.7782 -1.2552
96 H 1.9066 2.7724 2.7260
97 H 1.9406 -3.6562 3.3019
98 H -4.2104 1.8118 4.5081
99 H 1.8187 2.3113 -5.0661
100 H 1.9650 -2.4575 -0.3663
101 H 5.7300 0.8730 -0.7442
102 H -3.0206 -2.7660 0.4972
103 H -2.4490 0.4125 -4.6197

Results
Net charge = +1
E_tot = -5866.02804 Eh
ΔE to the lowest compared entry with this formula, charge and spin = 7.70 kcal per mole

---

No. 5
A gas-phase ion, C7H8FO2S (charge -1) in a non-equilibrium geometry, computed with ωB97M-V with the def2-TZVPD basis set.

Geometry (Å):
1 S -0.8657 2.2677 -2.9974
2 F -1.8234 -0.7099 2.3992
3 O -1.0067 2.7790 2.9595
4 O -2.7457 1.6782 3.7749
5 C 0.5159 -0.6920 0.7527
6 C -1.7298 1.6067 3.0823
7 C 0.8744 -0.5362 -0.6531
8 C -0.1045 0.5773 1.4520
9 C -1.2195 0.4923 2.2606
10 C -0.3149 0.0133 -1.5490
11 C -0.1435 1.4735 -1.7787
12 H 0.2498 1.5296 1.1295
13 H -1.3284 -0.2864 -1.0126
14 H 1.3905 -1.1371 1.3275
15 H 1.6429 0.2053 -0.8150
16 H -1.4697 3.3634 3.6148
17 H -0.3129 -0.3684 -2.6338
18 H -0.2060 -1.3943 0.9327
19 H 1.2504 -1.4952 -1.0167

Results
Net charge = -1
E_tot = -919.99039 Eh
ΔE to the lowest compared entry with this formula, charge and spin = 42.75 kcal per mole

---

No. 6
A molecular structure, C13H23N2O2PPb in a non-equilibrium geometry, computed with ωB97M-V with the def2-TZVPD basis set.

Geometry (Å):
1 Pb 1.0758 0.1836 1.5444
2 P -0.5685 -1.9987 1.4275
3 O 2.7520 -1.7399 1.0192
4 O 3.2599 -0.3464 2.5705
5 N 3.5991 -1.3362 1.8539
6 N -0.8099 2.6821 -0.2518
7 C 0.6026 2.8607 -0.3146
8 C -0.7954 -3.4113 2.5546
9 C 1.1446 0.2623 -3.0567
10 C 0.1382 -2.7149 -0.1157
11 C 1.0475 0.6576 -1.7090
12 C -1.5857 1.8492 -1.1204
13 C 0.6403 -2.0099 -2.4507
14 C 0.7437 -0.2937 -0.7232
15 C 0.5020 -1.6236 -1.1085
16 C 1.3366 2.1161 -1.4520
17 C -1.5632 3.6667 0.4813
18 C 0.9143 -1.0569 -3.4280
19 C -2.2102 -1.4841 0.8201
20 H -2.6751 -0.8304 1.5756
21 H 1.1465 2.6862 -2.3761
22 H 1.0370 2.6327 0.6832
23 H 0.7871 3.9475 -0.4332
24 H 0.9554 -1.3353 -4.4791
25 H -1.9147 3.2939 1.4579
26 H 1.4002 1.0277 -3.7948
27 H 0.1981 -3.7446 2.9029
28 H -1.3090 -4.2545 2.0613
29 H 0.6453 0.5169 4.9026
30 H 1.0313 -3.2908 0.1783
31 H -0.9475 4.5527 0.6604
32 H 2.4161 2.2393 -1.2693
33 H -1.3779 -3.0808 3.4305
34 H -0.5988 -3.4303 -0.5237
35 H -2.5534 2.3484 -1.2798
36 H 0.5338 -3.0665 -2.6989
37 H -1.8017 0.8659 -0.6690
38 H -2.4638 3.9547 -0.0878
39 H -1.1158 1.6704 -2.0922
40 H -2.8573 -2.3538 0.6343
41 H -2.1265 -0.9111 -0.1140
42 H 1.3670 0.2991 4.7900

Results
Net charge = 0
E_tot = -1303.18515 Eh

---

No. 7
14 unconnected molecules or ions with the total composition C6H36O13 in a non-equilibrium geometry, computed with ωB97M-V with the def2-TZVPD basis set.

Geometry (Å):
1 O -2.7558 -1.4610 -1.9221
2 O -2.0918 -2.1759 0.6520
3 O -2.2138 0.6138 -3.5526
4 O 1.2240 3.1487 -0.7193
5 O 2.1849 -0.8510 2.6102
6 O 0.5350 1.1190 3.3918
7 O 2.2341 1.1608 0.9251
8 O 1.5186 1.7114 -3.4021
9 O -2.1843 1.0751 3.5338
10 O 0.1049 -2.9744 2.1885
11 O 3.8138 -2.6696 0.5604
12 O -3.5843 -0.0769 1.5669
13 O 3.1479 0.9399 -1.6086
14 C -1.8944 2.5894 0.7471
15 C -0.0739 -0.0329 -1.1381
16 C -0.6420 0.6220 -0.1150
17 C 0.5819 -1.4215 -1.0590
18 C -1.3732 1.8870 -0.2363
19 C 0.8616 -1.8245 -2.4116
20 H 1.1202 1.1545 4.1959
21 H -1.9209 2.4858 1.9747
22 H -3.2669 0.4688 2.2564
23 H 1.5588 -1.1885 -2.9202
24 H 1.3483 -0.6526 2.1224
25 H 1.2425 2.5306 -3.0190
26 H -2.3817 3.4879 0.6931
27 H 3.0485 0.6962 -2.4655
28 H 4.1481 -2.1249 -0.0893
29 H 1.4849 -1.6581 -0.3086
30 H -2.0479 0.2107 3.9190
31 H -1.3889 2.3336 -1.2484
32 H 2.9885 0.9141 1.4511
33 H 1.8379 -1.6180 3.0496
34 H -2.6276 -1.3807 1.0576
35 H -0.5016 -2.4856 1.6696
36 H 2.3612 0.6154 0.0783
37 H 0.0162 -1.9384 -3.1021
38 H 1.0595 1.4912 2.6149
39 H -0.2935 0.3146 -2.2026
40 H 0.9487 -3.1898 1.7351
41 H -3.4560 0.4770 0.7915
42 H -3.1717 0.8308 -3.4446
43 H 2.5295 1.7168 -1.5786
44 H 1.4271 -2.8643 -2.4063
45 H 3.3270 -2.0152 1.1728
46 H 0.7225 1.4217 -3.8245
47 H -0.4021 0.2525 0.8554
48 H 0.7674 3.8313 -0.3369
49 H -1.2491 1.1434 3.2161
50 H -0.1400 -2.0208 -0.4300
51 H -2.6858 -2.2448 -2.3961
52 H -2.4018 -1.6326 -1.0469
53 H 1.3883 2.5174 -0.0502
54 H -2.6141 -3.0344 0.9123
55 H -2.1681 -0.2250 -2.9071

Results
Net charge = +1
E_tot = -1227.91046 Eh
ΔE to the lowest compared entry with this formula, charge and spin = 43.38 kcal per mole
Multiplicity = 2

---

No. 8
A gas-phase ion, CH6N3S (charge +1) in a non-equilibrium geometry, computed with ωB97M-V with the def2-TZVPD basis set.

Geometry (Å):
1 S 1.8558 0.1064 -0.0061
2 N -0.7778 0.3905 0.1455
3 N 0.8467 -1.1267 0.2984
4 N 0.2739 1.4021 0.0831
5 C -0.4113 -1.0018 -0.2766
6 H 0.2686 2.1394 0.7869
7 H 0.8788 -1.5668 1.1954
8 H 0.3821 1.7442 -0.8446
9 H -0.4082 -1.2872 -1.3399
10 H -1.2620 -1.5602 0.1403
11 H -1.6465 0.7601 -0.1824

Results
SMILES = C1N[NH2+]SN1
Net charge = +1
E_tot = -603.80657 Eh
ΔE to the lowest compared entry with this formula, charge and spin = 57.85 kcal per mole

---

No. 9
C4H5NO2 in the gas phase, computed with ωB97M-V with the def2-TZVPD basis set.

Geometry (Å):
1 O 2.3395 -0.8074 -0.5850
2 O 0.1264 -0.9980 -0.7085
3 N 1.5074 1.3062 1.2491
4 C 1.1039 1.1029 0.0262
5 C -1.0960 -0.4673 -0.3548
6 C 1.2562 -0.3099 -0.3938
7 C -2.2111 -0.8847 -0.9322
8 H -1.0827 0.2689 0.4446
9 H -3.1632 -0.4811 -0.6104
10 H 1.8811 0.5876 1.8711
11 H -2.1992 -1.6227 -1.7266
12 H 1.5341 2.2498 1.6181

Results
Net charge = 0
E_tot = -360.56332 Eh
ΔE to the lowest compared entry with this formula, charge and spin = 66.58 kcal per mole

---

No. 10
2 unconnected molecules or ions with the total composition C2H6NO2 in a non-equilibrium geometry, computed with ωB97M-V with the def2-TZVPD basis set.

Geometry (Å):
1 O -0.3287 -0.8133 -1.2044
2 O -1.5495 0.9095 -0.4989
3 N 1.2386 -0.3842 1.2413
4 C -1.4175 -0.2970 -1.0742
5 C 2.1928 0.4731 1.3859
6 H -2.4933 1.2277 -0.5068
7 H 2.6115 0.9481 0.4530
8 H 0.6739 -1.0075 1.9667
9 H 0.7540 -0.4508 0.2483
10 H -2.3693 -0.7703 -1.5538
11 H 2.5266 0.9163 2.4593

Results
Net charge = 0
E_tot = -284.93227 Eh
ΔE to the lowest compared entry with this formula, charge and spin = 28.04 kcal per mole
Multiplicity = 2

---

E_tot of number 8 (CH6N3S)? -603.80657 Eh